1.
The following is a quantum chemistry calculation of a molecular structure, C9H10FN2 in a non-equilibrium geometry, from the Open Molecules 2025 dataset.

```
22
Properties=species:S:1:pos:R:3
C 2.148 0.884 -0.008
C 0.827 1.268 0.173
C 1.703 -1.483 -0.319
C 0.399 -1.157 -0.130
C 2.658 -0.393 -0.055
C -1.015 -1.592 -0.060
C -0.125 0.187 0.090
C -3.059 1.383 -0.423
C -2.815 0.127 0.485
N -1.471 -0.379 0.242
N 3.947 -0.705 0.093
F -1.744 -2.795 -0.092
H 2.873 1.659 -0.025
H 0.723 2.398 0.209
H 1.994 -2.547 -0.272
H -4.108 1.716 -0.297
H -2.313 2.198 -0.192
H -2.960 1.249 -1.458
H -3.514 -0.759 0.233
H -2.961 0.479 1.467
H 4.739 -0.032 0.004
H 4.074 -1.709 0.336
```

## Properties
Energy above the lowest of the compared OMol25 structures with the same formula, charge and spin in eV: 3.043
Energy in a.u.: -557.94891
Kohn-Sham gap (spin up / spin down) in eV: 6.31 / 6.31
HOMO energy (spin up / spin down) in Ha: -0.4294 / -0.4294
Total charge: +1

2.
The following is a quantum chemistry calculation of 2 unconnected molecules or ions with the total composition C5H14O in a non-equilibrium geometry, from the Open Molecules 2025 dataset.

```
20
Properties=species:S:1:pos:R:3
C -0.316 1.166 -2.465
C 0.056 0.155 -1.401
C -0.269 -1.313 -1.805
O 1.504 0.243 -1.204
H -1.405 1.311 -2.369
H -0.074 0.813 -3.464
H 0.074 2.164 -2.309
H -0.269 0.410 -0.393
H -0.191 -1.418 -2.885
H 0.474 -1.928 -1.308
H -1.306 -1.483 -1.522
H 1.965 -0.552 -1.546
C -0.792 0.211 2.969
C 0.670 -0.120 2.647
H -1.485 -0.094 2.201
H -1.087 -0.250 3.907
H -0.870 1.289 3.134
H 1.208 0.083 3.577
H 0.909 -1.142 2.349
H 1.206 0.456 1.888
```

## Properties
Energy above the lowest of the compared OMol25 structures with the same formula, charge and spin in eV: 0.843
Energy in a.u.: -274.11107
Kohn-Sham gap in eV: 11.10
HOMO energy in Ha: -0.3720

3.
The following is a quantum chemistry calculation of a single C5H12N2S molecule in a non-equilibrium geometry, from the Open Molecules 2025 dataset.

```
20
Properties=species:S:1:pos:R:3
C -1.646 -0.780 -0.637
C -0.283 -0.077 -0.550
S 0.202 0.653 -2.156
C 0.745 -1.117 -0.221
N 0.549 -1.686 1.134
C -0.373 0.895 0.595
C 0.752 1.832 0.905
N -0.567 2.380 0.426
H -1.547 -1.710 -1.252
H -2.083 -1.035 0.322
H -2.369 -0.130 -1.064
H 1.536 0.717 -1.909
H 0.697 -1.882 -1.027
H 1.762 -0.737 -0.241
H 0.044 -2.568 1.102
H 1.375 -1.919 1.663
H -0.855 0.485 1.463
H 1.607 1.877 0.176
H 0.972 2.238 1.834
H -0.520 2.567 -0.565
```

## Properties
Energy above the lowest of the compared OMol25 structures with the same formula, charge and spin in eV: 1.081
Energy in a.u.: -705.35308
Kohn-Sham gap in eV: 9.97
HOMO energy in Ha: -0.3401

4.
The following is a quantum chemistry calculation of 16 unconnected molecules or ions with the total composition C3H36O17S in a non-equilibrium geometry, from the Open Molecules 2025 dataset.

```
57
Properties=species:S:1:pos:R:3
O 1.281 -0.629 -0.482
C 1.393 0.676 -0.199
O 0.383 1.347 -0.250
C 2.758 1.011 0.262
C 3.663 1.031 -1.028
S 2.995 1.770 -2.553
H -1.204 0.987 0.846
H 2.726 1.991 0.728
H 3.256 0.418 1.020
H 3.989 0.028 -1.287
H 4.524 1.582 -0.693
H 2.691 3.017 -2.182
H 2.706 4.180 0.079
H 3.916 3.530 0.921
O 3.510 3.661 0.063
H -0.360 3.441 0.026
H -1.795 3.850 0.156
O -0.916 4.110 0.446
H -1.127 -4.738 -1.791
H -1.174 -3.167 -1.894
O -1.059 -3.998 -2.398
H 0.414 -0.876 -0.828
H -1.666 -0.488 1.045
O -1.621 0.376 1.469
H -0.838 3.897 -2.483
H -0.633 2.332 -2.263
O -0.362 3.220 -1.994
H -2.230 1.165 3.192
H -1.828 2.695 3.331
O -2.098 1.903 3.797
H -1.561 -5.098 0.742
H -2.078 -4.177 2.011
O -1.813 -4.241 1.087
H 0.449 -2.579 0.244
H -0.074 -3.566 1.262
O 0.744 -3.260 0.848
H -2.725 0.325 -2.848
H -1.573 0.946 -3.471
O -1.930 0.812 -2.581
H 2.274 -3.935 2.537
H 2.459 -2.553 2.687
O 2.323 -3.312 3.277
H -0.026 -2.867 3.864
H -1.042 -1.786 3.707
O -0.893 -2.706 3.462
H -2.262 -2.721 -0.151
H -2.379 -1.772 -1.287
O -1.730 -2.039 -0.616
H 0.567 2.604 1.344
H 0.934 3.926 1.782
O 1.016 3.016 2.100
H -4.675 0.079 -0.272
H -3.093 -0.211 -0.439
O -3.992 -0.521 -0.573
H -0.018 -1.610 -4.289
H -0.143 -0.128 -4.494
O -0.055 -0.948 -4.991
```

## Properties
Energy above the lowest of the compared OMol25 structures with the same formula, charge and spin in eV: 0.000
Energy in a.u.: -1813.14198
Kohn-Sham gap in eV: 8.95
HOMO energy in Ha: -0.3409

5.
The following is a quantum chemistry calculation of a molecular structure, C19H38GaP in a non-equilibrium geometry, from the Open Molecules 2025 dataset.

```
59
Properties=species:S:1:pos:R:3
C 1.086 2.302 -1.150
H 1.907 2.480 -0.501
H 1.362 1.721 -2.002
H 1.254 0.501 0.653
C 0.071 3.403 -1.233
H -0.867 3.034 -1.687
H -0.160 3.777 -0.231
C 0.626 4.533 -2.070
H -0.162 5.264 -2.218
H 1.473 4.996 -1.545
H 0.971 4.148 -3.033
C -0.857 -1.957 -0.126
C -1.485 -1.061 -1.021
C -0.512 -0.637 -1.998
C 0.734 -1.319 -1.670
C 0.485 -2.092 -0.496
C 1.428 -3.037 0.078
C 1.904 -1.335 -2.513
C -0.804 0.046 -3.286
C -2.959 -0.781 -1.106
C -1.592 -2.806 0.870
Ga 0.158 1.139 -0.091
H 2.782 -1.715 -1.986
H 1.759 -1.988 -3.385
H 2.163 -0.342 -2.911
H 2.469 -2.844 -0.202
H 1.401 -3.067 1.197
H 1.210 -4.079 -0.247
H -2.452 -2.251 1.329
H -2.004 -3.693 0.364
H -0.919 -3.144 1.669
H -3.166 0.102 -1.700
H -3.468 -1.627 -1.563
H -3.390 -0.630 -0.104
H -0.046 0.791 -3.512
H -0.826 -0.668 -4.102
H -1.787 0.538 -3.257
C -2.779 1.103 3.276
C -1.363 1.758 3.312
P -0.063 0.855 2.423
C 1.536 1.684 2.756
C 1.773 2.193 4.188
C 0.002 -0.778 3.262
C 0.165 -0.736 4.779
H -3.144 0.977 2.235
H -3.491 1.768 3.812
H -2.796 0.112 3.791
H -1.430 2.757 2.854
H -1.054 1.888 4.375
H 2.328 0.970 2.476
H 1.602 2.521 2.040
H 2.079 1.374 4.857
H 2.591 2.927 4.164
H 0.884 2.690 4.603
H -0.920 -1.298 2.986
H 0.830 -1.343 2.792
H -0.571 -0.093 5.269
H 0.026 -1.745 5.180
H 1.168 -0.411 5.083
```

## Properties
Energy above the lowest of the compared OMol25 structures with the same formula, charge and spin in eV: 1.992
Energy in a.u.: -3012.15372
Kohn-Sham gap (spin up / spin down) in eV: 5.36 / 5.73
HOMO energy (spin up / spin down) in Ha: -0.5478 / -0.5433
Total charge: +2

6.
The following is a quantum chemistry calculation of 2 unconnected molecules or ions with the total composition C3H8ClNO2, from the Open Molecules 2025 dataset.

```
15
Properties=species:S:1:pos:R:3
C -1.240 -0.176 -0.466
C -0.174 0.877 -0.171
N 0.865 0.869 -1.205
C 0.459 0.550 1.192
O -0.125 0.721 2.232
O 1.684 0.026 1.112
H -1.782 0.067 -1.388
H -1.956 -0.221 0.358
H -0.779 -1.163 -0.580
H -0.660 1.854 -0.062
H 0.494 0.564 -2.099
H 1.260 1.794 -1.339
H 1.897 0.021 0.151
Cl 0.111 -3.464 0.857
H -0.054 -2.320 1.408
```

## Properties
Energy above the lowest of the compared OMol25 structures with the same formula, charge and spin in eV: 0.000
Energy in a.u.: -784.56195
Kohn-Sham gap in eV: 10.78
HOMO energy in Ha: -0.3735

7.
The following is a quantum chemistry calculation of 2 unconnected molecules or ions with the total composition C4H10INO2 in a non-equilibrium geometry, from the Open Molecules 2025 dataset.

```
18
Properties=species:S:1:pos:R:3
C 0.800 -0.381 -1.233
C 0.840 -0.419 0.111
N -0.090 0.306 0.897
O -1.322 0.674 0.338
C -1.208 2.121 0.298
O 1.783 -1.109 0.820
C 2.599 -1.944 -0.019
H 1.420 -1.050 -1.852
H 0.084 0.110 -1.871
H -0.251 0.108 1.873
H -0.321 2.513 -0.230
H -1.391 2.655 1.178
H -1.976 2.412 -0.298
H 2.109 -2.580 -0.635
H 3.277 -2.379 0.755
H 3.351 -1.237 -0.516
I -5.543 -0.214 -0.151
H -4.162 0.414 0.533
```

## Properties
Energy above the lowest of the compared OMol25 structures with the same formula, charge and spin in eV: 0.794
Energy in a.u.: -661.18392
Kohn-Sham gap in eV: 8.67
HOMO energy in Ha: -0.2982

8.
The following is a quantum chemistry calculation of 3 unconnected molecules or ions with the total composition C4H17N2O2 in a non-equilibrium geometry, from the Open Molecules 2025 dataset.

```
25
Properties=species:S:1:pos:R:3
C 1.687 -0.350 0.832
C 1.484 -1.360 -0.289
C 0.248 -1.231 -1.207
C -2.090 -0.762 -0.369
N -0.888 -1.628 -0.392
N 0.443 -0.276 1.671
H 1.973 0.601 0.377
H 2.524 -0.716 1.421
H 2.456 -1.395 -0.821
H 1.607 -2.363 0.149
H 0.460 -1.896 -2.045
H 0.329 -0.150 -1.386
H -2.094 0.051 -1.104
H -2.186 -0.352 0.635
H -2.990 -1.264 -0.745
H -1.188 -2.573 -0.553
H -0.117 -1.007 1.165
H 0.561 -0.541 2.644
H -0.039 0.657 1.664
H -0.261 2.577 0.309
H -0.887 2.787 1.824
O -0.220 2.362 1.274
H -0.971 3.208 -1.943
H 0.529 2.920 -1.721
O -0.369 2.703 -1.388
```

## Properties
Energy above the lowest of the compared OMol25 structures with the same formula, charge and spin in eV: 1.278
Energy in a.u.: -422.34572
Kohn-Sham gap in eV: 10.30
HOMO energy in Ha: -0.4758
Total charge: +1

9.
The following is a quantum chemistry calculation of a molecular structure, C47H72F3N18O3 in a non-equilibrium geometry, from the Open Molecules 2025 dataset.

```
143
Properties=species:S:1:pos:R:3
C 0.782 1.005 -1.824
C -0.108 0.111 -2.635
O 0.650 -0.522 -3.685
C -0.062 -1.063 -4.702
O 0.533 -1.261 -5.742
C -1.503 -1.451 -4.561
C -1.710 -2.934 -4.254
C -3.232 -3.181 -4.301
C -3.932 -2.833 -2.983
C -4.728 -1.501 -3.087
C -6.253 -1.637 -2.990
O -6.974 -1.095 -4.114
C -6.748 0.266 -4.265
C -7.988 0.987 -4.759
F -8.068 1.062 -6.106
F -7.933 2.287 -4.325
F -9.146 0.485 -4.289
H 1.257 1.725 -2.489
H 0.131 1.577 -1.162
H 1.515 0.478 -1.217
H -0.915 0.694 -3.076
H -0.597 -0.663 -2.045
H -1.974 -1.199 -5.509
H -2.048 -0.909 -3.790
H -1.126 -3.567 -4.927
H -1.387 -3.138 -3.237
H -3.662 -2.591 -5.131
H -3.398 -4.238 -4.519
H -4.672 -3.621 -2.804
H -4.392 -0.842 -2.278
H -4.456 -1.011 -4.032
H -6.611 -1.140 -2.077
H -6.545 -2.678 -2.914
H -6.413 0.761 -3.354
H -5.976 0.429 -5.022
C 3.193 0.450 2.027
C 2.913 -0.433 0.899
N 2.682 -1.051 -0.040
H 4.228 0.343 2.337
H 3.025 1.475 1.720
H 2.539 0.226 2.867
C 1.631 -4.672 -1.624
C 0.271 -5.196 -1.561
N -0.807 -5.583 -1.518
H 1.769 -3.922 -0.847
H 2.351 -5.475 -1.476
H 1.808 -4.213 -2.594
C 5.002 2.690 5.530
C 4.112 2.815 4.385
N 3.349 2.907 3.533
H 4.410 2.689 6.444
H 5.568 1.756 5.458
H 5.696 3.527 5.560
C -0.591 3.162 3.890
C -0.269 1.751 3.718
N -0.049 0.653 3.476
H 0.158 3.772 3.391
H -1.561 3.359 3.448
H -0.615 3.429 4.939
C 3.942 -2.128 -4.396
C 4.435 -3.026 -3.361
N 4.834 -3.729 -2.547
H 4.277 -2.467 -5.374
H 2.852 -2.091 -4.384
H 4.327 -1.126 -4.213
C 5.900 2.668 9.362
C 6.419 3.643 8.409
N 6.823 4.408 7.657
H 5.418 1.851 8.829
H 6.716 2.273 9.964
H 5.169 3.143 10.012
C -1.803 0.968 -7.069
C -2.280 1.447 -5.775
N -2.665 1.825 -4.687
H -1.025 1.633 -7.442
H -1.389 -0.035 -6.957
H -2.625 0.939 -7.785
C 7.264 -5.990 -2.170
C 8.649 -5.549 -2.291
N 9.735 -5.190 -2.386
H 7.113 -6.470 -1.205
H 6.598 -5.133 -2.256
H 7.032 -6.699 -2.963
C -1.748 3.969 0.151
C -1.871 4.850 1.309
N -1.938 5.459 2.278
H -1.345 4.511 -0.700
H -1.081 3.144 0.402
H -2.726 3.570 -0.111
C -2.970 4.254 7.540
C -1.813 4.764 6.813
N -0.903 5.164 6.242
H -2.701 4.070 8.578
H -3.777 4.982 7.503
H -3.307 3.323 7.087
C 1.631 5.160 8.963
C 2.538 4.065 8.643
N 3.256 3.207 8.389
H 0.827 4.799 9.598
H 2.174 5.940 9.492
H 1.207 5.573 8.048
C 8.120 -3.926 -5.381
C 6.805 -4.553 -5.417
N 5.755 -5.015 -5.442
H 8.169 -3.243 -4.538
H 8.894 -4.683 -5.266
H 8.287 -3.369 -6.298
C -3.141 2.765 -3.674
C -2.675 4.094 -3.310
N -2.301 5.141 -3.010
H -3.514 2.245 -2.795
H -3.951 2.845 -4.411
H -2.235 2.174 -4.094
C -11.043 0.345 -1.711
C -10.572 -0.523 -0.637
N -10.201 -1.199 0.211
H -10.711 -0.038 -2.672
H -12.131 0.382 -1.696
H -10.649 1.350 -1.575
C 0.335 1.655 11.450
C 0.778 3.005 11.786
N 1.124 4.066 12.047
H 1.016 0.927 11.885
H -0.666 1.487 11.842
H 0.324 1.530 10.369
C 7.251 -1.615 2.551
C 6.651 -0.626 3.439
N 6.178 0.158 4.129
H 7.925 -2.255 3.117
H 6.471 -2.224 2.100
H 7.810 -1.111 1.766
C 7.503 0.152 -3.719
C 7.395 -0.512 -5.014
N 7.311 -1.045 -6.025
H 8.464 -0.080 -3.265
H 7.419 1.229 -3.850
H 6.706 -0.192 -3.062
C -11.233 -4.318 -0.249
C -11.130 -5.626 -0.890
N -11.051 -6.655 -1.389
H -11.073 -4.420 0.822
H -10.485 -3.640 -0.652
H -12.222 -3.901 -0.425
```

## Properties
Energy in a.u.: -3344.35206
Kohn-Sham gap in eV: 2.75
HOMO energy in Ha: -0.0647
Total charge: -1

10.
The following is a quantum chemistry calculation of a molecular structure, C15H23O7SW, from the Open Molecules 2025 dataset.

```
47
Properties=species:S:1:pos:R:3
W -0.494 0.398 -1.045
C -1.711 -1.334 -3.033
C -0.952 -0.367 -3.923
O -0.173 0.557 -3.037
C 0.039 1.934 -3.587
C 0.113 2.892 -2.414
O -0.947 2.435 -1.513
C -1.162 3.123 -0.242
C -2.303 2.358 0.398
O -2.046 0.896 0.186
C -3.287 0.059 0.070
C -2.975 -1.104 -0.852
O -2.210 -0.497 -1.938
H -2.551 -1.765 -3.578
H -1.083 -2.124 -2.618
H -0.244 -0.879 -4.572
H -1.626 0.261 -4.501
H 0.960 1.922 -4.167
H -0.819 2.144 -4.223
H 1.068 2.860 -1.886
H -0.099 3.909 -2.747
H -0.238 3.097 0.341
H -1.458 4.157 -0.422
H -2.375 2.535 1.469
H -3.249 2.575 -0.094
H -3.566 -0.265 1.070
H -4.050 0.707 -0.356
H -2.374 -1.886 -0.382
H -3.901 -1.532 -1.239
C 3.132 -2.326 5.467
C 2.774 -1.931 4.074
C 3.642 -2.213 3.012
C 3.342 -1.830 1.724
C 2.137 -1.147 1.498
C 1.243 -0.855 2.538
C 1.571 -1.249 3.810
S 1.815 -0.694 -0.094
O 0.425 -1.289 -0.619
O 2.857 -0.934 -1.009
O 1.248 0.786 -0.151
H 3.631 -3.294 5.484
H 2.262 -2.357 6.118
H 3.835 -1.596 5.878
H 4.567 -2.740 3.204
H 4.019 -2.045 0.908
H 0.314 -0.324 2.366
H 0.898 -1.031 4.629
```

## Properties
Energy above the lowest of the compared OMol25 structures with the same formula, charge and spin in eV: 0.000
Expectation value of S²: 2.0061
Energy in a.u.: -1576.22907
Kohn-Sham gap (spin up / spin down) in eV: 6.87 / 6.51
HOMO energy (spin up / spin down) in Ha: -0.6547 / -0.6552
2S+1: 3
Total charge: +3

11.
The following is a quantum chemistry calculation of a molecular structure, C4H16N2O3PSi2 in a non-equilibrium geometry, from the Open Molecules 2025 dataset.

```
28
Properties=species:S:1:pos:R:3
C 3.583 0.080 2.160
C 2.922 -0.675 1.007
N 2.664 0.119 -0.193
Si 1.450 1.369 -0.085
O 0.604 1.245 1.336
Si -1.081 1.264 1.292
P -1.889 -0.814 1.129
N -3.468 -0.731 0.998
H 4.294 0.778 1.737
H 2.852 0.595 2.765
H 4.148 -0.618 2.764
H 2.012 -1.162 1.328
H 3.601 -1.476 0.729
H 3.522 0.528 -0.541
H 2.128 2.694 -0.086
H 0.557 1.303 -1.255
H -1.554 1.867 2.556
H -1.612 2.042 0.162
H -1.269 -1.401 -0.004
H -1.455 -1.504 2.293
H -3.740 -1.145 0.104
C -2.501 -0.069 -3.223
C -2.747 -1.379 -2.436
O -1.731 -2.073 -2.184
O -3.932 -1.597 -2.112
H -1.445 0.058 -3.462
H -3.076 -0.082 -4.151
H -2.838 0.783 -2.629
```

## Properties
Energy in a.u.: -1417.68201
Kohn-Sham gap in eV: 7.16
HOMO energy in Ha: -0.1599
Total charge: -1

12.
The following is a quantum chemistry calculation of 2 unconnected molecules or ions with the total composition C5H8O, from the Open Molecules 2025 dataset.

```
14
Properties=species:S:1:pos:R:3
C 2.347 0.352 -0.454
C 1.149 1.170 -0.854
C -0.104 0.823 -0.652
C -1.321 0.494 -0.466
C -2.588 0.173 -0.297
O -3.060 -0.956 0.293
H 2.844 -0.066 -1.338
H 3.083 0.973 0.069
H 2.065 -0.476 0.203
H 1.337 2.113 -1.365
H -3.401 0.811 -0.631
H -2.307 -1.503 0.557
H 0.155 -1.237 2.178
H -0.405 -0.855 1.874
```

## Properties
Energy above the lowest of the compared OMol25 structures with the same formula, charge and spin in eV: 3.753
Energy in a.u.: -270.41998
Kohn-Sham gap in eV: 9.07
HOMO energy in Ha: -0.2987